[1]
C3H15NO3S | ωB97M-V/def2-TZVPD

```
! wB97M-V def2-TZVPD RIJCOSX def2/J DEFGRID3
* xyz 0 1
C -0.137 -0.430 -1.173
C 0.490 -1.623 -0.480
C -0.400 -2.111 0.747
S 0.012 -3.828 0.789
N -0.392 0.937 -0.521
H -1.107 -0.750 -1.593
H 0.366 -0.012 -2.045
H 0.705 -2.374 -1.326
H 1.578 -1.433 -0.021
H -1.416 -1.991 0.519
H -0.191 -1.745 1.758
H -0.224 -4.159 -0.510
H 0.487 1.177 -0.095
H -1.022 0.668 0.229
H -2.204 -0.318 2.945
H -2.912 0.782 2.072
O -2.032 0.364 2.313
H -0.512 2.578 -1.665
H 0.473 2.463 -2.726
O -0.299 3.007 -2.442
H 2.657 3.363 1.669
H 3.301 2.712 0.429
O 2.779 2.723 1.128
*
```

Orbital gap (eV): 9.2676
SMILES: NCCCS.O.O.O
DFT total energy (eV): -21820.0003
Maximum force (eV/A): 8.80

***

[2]
C4H6N2S | ωB97M-V/def2-TZVPD

```
! wB97M-V def2-TZVPD RIJCOSX def2/J DEFGRID3
* xyz 0 1
C -1.516 0.403 -2.200
C 0.808 -0.731 -0.264
C 1.149 -0.571 1.183
C 0.114 0.354 1.852
H -1.925 1.509 -1.727
H -1.561 0.535 -3.334
H 1.705 -0.830 -1.084
H 1.514 -1.476 1.577
H -0.574 0.810 1.359
H -0.294 0.094 2.918
N -0.754 -0.624 -1.685
N -0.537 -0.553 -0.474
S 1.871 1.081 1.880
*
```

Orbital gap (eV): 8.7781
SMILES: C=N/N=C/[C@@H]1CS1
DFT total energy (eV): -18055.0535
Maximum force (eV/A): 11.16

***

[3]
C6H7NO | ωB97M-V/def2-TZVPD

```
! wB97M-V def2-TZVPD RIJCOSX def2/J DEFGRID3
* xyz 0 1
C 2.346 0.053 -0.043
C -0.730 -1.235 -0.111
C 0.359 -1.323 0.702
C -0.990 0.035 -0.927
C 1.354 -0.176 0.863
C -0.456 1.251 -0.270
N 2.917 0.196 -1.021
O -1.218 1.841 0.689
H -1.396 -2.145 -0.180
H 0.675 -2.170 1.222
H -0.533 -0.160 -1.847
H -2.047 0.230 -1.315
H 1.414 0.341 1.944
H 0.032 2.055 -0.983
H -1.727 1.207 1.278
*
```

Orbital gap (alpha / beta) (eV): 8.6246 / 7.4207
DFT total energy (eV): -9868.4533
Maximum force (eV/A): 5.04

***

[4]
C7H20NO2 | ωB97M-V/def2-TZVPD

```
! wB97M-V def2-TZVPD RIJCOSX def2/J DEFGRID3
* xyz 1 1
C 0.754 2.403 1.219
C 0.149 1.359 0.328
C 0.009 -0.082 0.842
C 1.401 -0.777 0.743
C 2.361 -2.679 -2.672
C 2.456 -2.047 -1.252
C 1.569 -1.141 -0.781
N -1.338 1.788 0.092
H 1.806 2.284 1.545
H 0.210 2.685 2.109
H 0.789 3.375 0.691
H 0.811 1.242 -0.611
H -0.459 -0.019 1.834
H -0.598 -0.653 0.213
H 1.543 -1.626 1.391
H 2.153 -0.032 0.983
H 3.155 -2.443 -3.325
H 2.232 -3.741 -2.812
H 1.478 -2.246 -3.130
H 3.218 -2.349 -0.625
H 0.662 -0.846 -1.319
H -1.300 2.523 -0.570
H -1.875 0.964 -0.280
H -1.734 2.141 1.012
H -2.661 1.334 3.469
H -3.077 0.251 2.408
O -2.582 1.040 2.580
H -3.188 -1.374 -1.786
H -4.345 -0.753 -0.864
O -3.598 -0.581 -1.431
*
```

Orbital gap (eV): 9.2892
DFT total energy (eV): -13161.2043
Maximum force (eV/A): 3.34

***

[5]
C4H4ClF | ωB97M-V/def2-TZVPD

```
! wB97M-V def2-TZVPD RIJCOSX def2/J DEFGRID3
* xyz 0 3
C -0.876 -0.218 0.613
C 0.001 0.916 0.489
C -0.763 -1.084 -0.382
C 1.120 0.552 -0.118
F -0.247 -0.866 -1.602
Cl 2.320 1.700 -0.569
H -1.469 -0.437 1.483
H -0.253 1.927 0.753
H -1.291 -2.034 -0.396
H 1.458 -0.456 -0.271
*
```

Orbital gap (alpha / beta) (eV): 6.6523 / 7.9968
DFT total energy (eV): -19447.2588
Expectation value of S²: 2.012
Maximum force (eV/A): 7.89

***

[6]
C4H12N2O2 | ωB97M-V/def2-TZVPD

```
! wB97M-V def2-TZVPD RIJCOSX def2/J DEFGRID3
* xyz 0 1
N 0.110 -1.362 -1.451
C 1.967 0.962 -0.885
C 0.770 0.592 -0.027
C -0.333 -0.139 -0.811
C -1.445 -0.559 0.187
N -2.565 -1.013 -0.440
O -1.399 -0.395 1.392
H 0.628 -1.894 -0.758
H 0.691 -1.251 -2.268
H 2.615 1.691 -0.404
H 1.593 1.467 -1.792
H 2.501 0.106 -1.259
H 1.056 -0.012 0.834
H 0.343 1.457 0.488
H -0.756 0.626 -1.465
H -2.767 -0.728 -1.380
H -3.334 -1.301 0.145
H 0.096 1.127 3.893
H -0.232 0.165 2.693
O 0.465 0.460 3.308
*
```

Orbital gap (eV): 10.1869
SMILES: CC[C@@H](N)C(N)=O.O
DFT total energy (eV): -11418.3911
Maximum force (eV/A): 1.84